Record 1
A 2-piece molecular cluster, C3H11NO overall, computed with the ωB97M-V functional and the def2-TZVPD basis.

## Properties
Calculated total energy = -6826.64136 eV
SMILES string = CC(C)N.O
LUMO = 0.72 eV
HOMO energy = -9.333 eV
Spin multiplicity = 1
Kohn-Sham gap = 10.05 eV
Total charge = 0

Last column: natural (NBO) charge in e.
Atoms and positions in Å:
C  1.47597  0.00604  1.34716  -0.613
C  1.05719  -0.07429  -0.11316  -0.054
C  0.18301  1.14868  -0.37705  -0.619
N  0.30611  -1.31603  -0.34539  -0.811
H  1.68187  1.03825  1.63765  0.207
H  2.39634  -0.56755  1.49672  0.214
H  0.73192  -0.50466  1.96474  0.203
H  1.96257  0.01230  -0.70385  0.180
H  -0.33393  1.07181  -1.33901  0.205
H  0.81161  2.03129  -0.34745  0.208
H  -0.60405  1.03565  0.36622  0.189
H  -0.50237  -1.11415  0.24774  0.325
H  -0.16237  -1.32059  -1.24816  0.361
H  -2.92634  -1.01985  -0.27278  0.472
H  -3.22603  0.22815  -1.15647  0.475
O  -2.85151  -0.65506  -1.15692  -0.946

***

Record 2
C39H37As2IrN2O4 as an isolated structure, computed with the ωB97M-V functional and the def2-TZVPD basis.

## Properties
Calculated total energy = -176724.44451 eV
LUMO (alpha / beta) = -1.27 / -1.29 eV
HOMO energy (alpha / beta) = -6.779 / -6.743 eV
Spin multiplicity = 1
Kohn-Sham gap (alpha / beta) = 5.50 / 5.46 eV
Total charge = 0

Last column: Löwdin charge in e.
Atoms and positions in Å:
Ir  -0.68976  -0.13307  -1.76252  1.034
C  -0.50186  0.65073  -6.13552  -0.008
C  -0.13336  0.08493  -4.77632  -0.451
O  -0.13056  0.84933  -3.78532  -0.115
C  0.21154  -1.28257  -4.75522  -0.039
C  0.62984  -2.04457  -3.67272  -0.308
C  1.08014  -3.45877  -3.92692  -0.029
N  0.68694  -1.59567  -2.41302  -0.118
N  1.29464  -2.43247  -1.54492  0.062
C  1.67374  -2.06257  -0.37422  -0.409
O  1.57174  -0.80907  0.07538  -0.299
C  2.36454  -3.06107  0.44618  -0.140
C  2.71504  -4.29827  -0.09422  -0.016
C  3.38854  -5.22287  0.67438  -0.080
C  3.71454  -4.93387  1.99018  -0.087
C  3.35524  -3.71497  2.53958  -0.072
C  2.69234  -2.78017  1.76968  -0.036
H  -0.98206  1.61823  -6.01802  0.081
H  -1.16866  -0.03097  -6.65762  0.084
H  0.39364  0.77323  -6.74232  0.088
H  0.17394  -1.78517  -5.71012  0.102
H  0.84264  -3.76857  -4.94052  0.076
H  0.59824  -4.12347  -3.21122  0.083
H  2.15624  -3.52777  -3.76932  0.088
H  2.45564  -4.50507  -1.11882  0.102
H  3.67554  -6.17537  0.25588  0.101
H  4.25624  -5.65387  2.58338  0.099
H  3.60354  -3.49307  3.56718  0.104
H  2.41754  -1.82087  2.18778  0.074
C  1.50484  1.70433  1.01248  -0.344
C  1.28684  2.40423  -0.29312  -0.388
As  -0.58956  2.13853  -0.91012  1.202
C  -1.44716  2.65963  0.75618  -0.397
C  -2.35776  1.81613  1.37988  -0.142
C  -2.91186  2.15703  2.60198  -0.082
C  -2.54636  3.34263  3.22048  -0.080
C  -1.63696  4.18913  2.60878  -0.074
C  -1.09216  3.84783  1.38268  -0.115
C  -0.85836  3.70443  -2.00932  -0.349
C  -0.01616  3.96153  -3.08582  -0.106
C  -0.23346  5.06973  -3.88662  -0.083
C  -1.27466  5.93593  -3.59422  -0.088
C  -2.12676  5.67403  -2.53402  -0.076
C  -1.93016  4.55113  -1.75162  -0.103
As  0.30124  -0.06587  1.28208  1.333
C  -0.53906  -2.00447  1.47958  -0.294
C  -1.35516  -2.40177  0.43568  -0.147
C  -1.94656  -3.65417  0.43538  -0.074
C  -1.72026  -4.51537  1.49618  -0.087
C  -0.90726  -4.11877  2.54498  -0.076
C  -0.32306  -2.86187  2.54678  -0.117
C  0.80704  -0.05147  3.20108  -0.358
C  -0.28796  -0.13137  4.05908  -0.136
C  -0.13436  -0.06197  5.43108  -0.078
C  1.12934  0.09983  5.97698  -0.086
C  2.22554  0.20473  5.13768  -0.080
C  2.06344  0.13923  3.76178  -0.113
H  1.17294  2.30743  1.86368  0.057
H  2.53914  1.38823  1.15838  0.064
H  1.94114  1.99553  -1.06802  0.071
H  1.49834  3.47793  -0.20142  0.080
H  -2.65316  0.89943  0.87688  0.093
H  -3.63076  1.50243  3.07458  0.107
H  -2.97396  3.60993  4.17568  0.103
H  -1.35376  5.11843  3.08458  0.105
H  -0.38416  4.51413  0.89808  0.111
H  0.79084  3.26943  -3.29812  0.097
H  0.39844  5.25753  -4.74482  0.103
H  -1.43146  6.81543  -4.20082  0.101
H  -2.95196  6.34213  -2.32822  0.105
H  -2.60456  4.30683  -0.93852  0.103
H  -1.52666  -1.71157  -0.40222  0.024
H  -2.59206  -3.94387  -0.38052  0.105
H  -2.18876  -5.48947  1.51718  0.101
H  -0.72786  -4.78437  3.37788  0.103
H  0.29634  -2.56917  3.38648  0.098
H  -1.27346  -0.26647  3.62388  0.097
H  -1.00186  -0.14027  6.07058  0.104
H  1.25284  0.15423  7.04958  0.102
H  3.21274  0.34223  5.55758  0.103
H  2.93694  0.22503  3.12438  0.103
O  -3.13136  1.67543  -1.70042  -0.102
C  -3.53656  0.60893  -2.15902  -0.570
O  -2.92216  -0.48007  -2.22722  -0.141
H  -4.58406  0.57953  -2.55662  0.139

***

Record 3
C9H21N3O3Tl as an isolated structure, computed with the ωB97M-V functional and the def2-TZVPD basis.

## Properties
Calculated total energy = -24947.15366 eV
LUMO = -15.21 eV
HOMO energy = -16.365 eV
Spin multiplicity = 1
Kohn-Sham gap = 1.16 eV
Total charge = +3

Last column: natural (NBO) charge in e.
Atoms and positions in Å:
Tl  1.81400  0.23180  2.18964  1.000
C  1.03101  0.54257  9.74345  -0.717
C  0.09138  0.92125  8.63981  0.638
O  0.29180  0.54928  7.46134  -0.417
N  -1.03289  1.50261  9.00269  -0.377
C  -2.12793  1.94034  8.13563  -0.445
H  1.06246  -0.53913  9.87397  0.281
H  0.89972  1.05488  10.69655  0.253
H  2.04664  0.75965  9.41258  0.271
H  -1.19178  1.72243  9.97559  0.436
H  -1.99666  2.99266  7.88365  0.264
H  -3.08583  1.65997  8.57372  0.264
H  -2.08639  1.47439  7.15112  0.246
C  -2.55626  -3.31146  -3.63899  -0.696
C  -1.06289  -2.90585  -3.51026  0.651
O  -0.59651  -2.26864  -2.58122  -0.412
N  -0.24263  -3.38078  -4.39240  -0.413
C  -0.48303  -3.95180  -5.74784  -0.437
H  -2.62334  -4.39936  -3.64719  0.265
H  -2.88784  -2.89335  -4.58943  0.251
H  -3.11163  -2.99336  -2.75668  0.267
H  0.71359  -3.12751  -4.18841  0.422
H  0.46262  -4.02054  -6.28555  0.253
H  -1.14305  -3.25916  -6.27007  0.243
H  -0.92986  -4.94568  -5.72237  0.265
C  3.29249  1.65176  -5.14389  -0.719
C  2.13900  2.09459  -4.20198  0.647
O  2.25791  2.21092  -2.94708  -0.452
N  1.01628  2.40744  -4.88182  -0.382
C  -0.21250  2.78405  -4.23885  -0.440
H  3.66463  2.37682  -5.86769  0.276
H  3.03091  0.71033  -5.62699  0.243
H  4.10911  1.49927  -4.43821  0.261
H  0.93741  2.39753  -5.88868  0.437
H  0.04713  2.96925  -3.19655  0.252
H  -0.85073  1.90076  -4.26226  0.250
H  -0.68650  3.64224  -4.71521  0.269

***

Record 4
A 2-piece molecular cluster, C2H5N3O overall, computed with the ωB97M-V functional and the def2-TZVPD basis.

## Properties
Calculated total energy = -8665.93465 eV
LUMO (alpha / beta) = 0.84 / -1.74 eV
HOMO energy (alpha / beta) = -8.448 / -10.929 eV
Spin multiplicity = 3
Kohn-Sham gap (alpha / beta) = 9.29 / 9.19 eV
Total charge = 0

Last column: natural (NBO) charge in e.
Atoms and positions in Å:
C  0.95392  0.80735  1.77702  -0.054
C  -1.26320  -0.48863  -2.24459  -0.474
N  0.20357  0.84945  0.53036  -0.150
N  -0.07276  -0.32210  0.25784  -0.047
N  0.50730  -1.19591  0.92828  0.127
O  1.21019  -0.59686  1.92282  -0.304
H  1.86449  1.40076  1.58451  0.219
H  0.52816  1.12133  2.79274  0.227
H  -1.39940  -1.59638  -2.44841  0.159
H  -0.40357  -0.06581  -2.60697  0.145
H  -2.12870  0.08679  -2.49360  0.151

***

Record 5
C12H10MgN2O7S2 as an isolated structure, computed with the ωB97M-V functional and the def2-TZVPD basis.

## Properties
Calculated total energy = -57034.37255 eV
LUMO = 4.77 eV
HOMO energy = -0.827 eV
Spin multiplicity = 1
Kohn-Sham gap = 5.59 eV
Total charge = -2

Last column: natural (NBO) charge in e.
Atoms and positions in Å:
Mg  0.96091  -0.16416  -2.25006  1.645
O  3.09051  1.96544  -3.45766  -1.064
S  2.48511  1.36004  -2.25006  2.325
O  3.09061  1.96554  -1.04256  -1.049
O  2.95491  -0.15066  -2.25006  -1.014
O  0.97441  1.82984  -2.25006  -1.082
C  -3.90089  -0.23286  -2.21366  -0.165
C  -3.16509  -1.27626  -1.66146  -0.268
C  -1.78219  -1.19716  -1.70326  0.119
N  -1.10479  -0.16416  -2.25006  -0.560
C  -1.84609  0.83394  -2.77836  0.070
C  -3.23189  0.84494  -2.78416  -0.298
H  -4.98659  -0.25956  -2.19956  0.191
H  -3.65639  -2.13026  -1.20946  0.205
H  -1.16369  -1.98626  -1.28566  0.252
H  -1.27819  1.65224  -3.21146  0.230
H  -3.77609  1.67354  -3.22276  0.204
O  2.97061  -1.18606  0.29764  -0.576
C  1.91731  -0.65046  0.62914  0.639
N  0.96091  -0.16416  -0.18396  -1.009
S  -0.24689  0.44994  0.67134  2.299
O  -0.37359  1.90334  0.65954  -0.941
O  -1.49589  -0.30376  0.65954  -0.990
C  0.39801  0.12214  2.25844  -0.220
C  -0.13899  0.39514  3.49784  -0.226
C  0.61801  0.01024  4.60604  -0.228
C  1.86641  -0.62466  4.43764  -0.241
C  2.37351  -0.88246  3.15674  -0.165
C  1.61201  -0.49526  2.06824  -0.129
H  -1.10129  0.88444  3.58624  0.217
H  0.24081  0.20194  5.60684  0.191
H  2.44281  -0.91766  5.31094  0.191
H  3.33091  -1.36926  3.00804  0.226
H  0.96091  -1.93776  -2.25006  -0.779

***

Record 6
A 3-piece molecular cluster, C2H11N2O2 overall, computed with the ωB97M-V functional and the def2-TZVPD basis.

## Properties
Calculated total energy = -9319.46815 eV
LUMO = -3.67 eV
HOMO energy = -13.418 eV
Spin multiplicity = 1
Kohn-Sham gap = 9.75 eV
Total charge = +1

Last column: natural (NBO) charge in e.
Atoms and positions in Å:
C  0.50699  1.02238  -0.57498  -0.096
C  -0.70506  1.57048  -0.58768  0.044
N  -0.96842  2.92103  -0.51405  -0.857
N  0.58810  -0.35456  0.03974  -0.704
H  1.45188  1.31653  -1.01033  0.243
H  -1.55631  0.87479  -0.67433  0.165
H  -1.36294  3.41630  -1.29399  0.410
H  -0.90681  3.43167  0.34570  0.419
H  -0.08242  -0.88904  -0.53424  0.469
H  1.51283  -0.76827  0.05453  0.449
H  0.18873  -0.33898  0.97676  0.449
H  -0.97571  -1.28086  3.38789  0.459
H  -0.43255  -2.60484  3.27153  0.470
O  -0.15092  -1.73986  3.60655  -0.925
H  0.42031  -2.61686  -3.09736  0.502
H  1.58779  -2.17296  -2.23392  0.476
O  0.62701  -2.24080  -2.23497  -0.972